Record 1
{
  "formula": "C34H62As3ClN5OS5V",
  "method": "ωB97M-V with the def2-TZVPD basis set",
  "total_energy_ha": -11783.765672,
  "fmax_ev_per_a": 2.15,
  "e_homo_ev": [-12.27, -12.27],
  "charge": 2,
  "multiplicity": 3,
  "symbols": ["V", "C", "As", "C", "C", "C", "C", "C", "As", "C", "C", "C", "As", "C", "C", "H", "H", "H", "H", "H", "H", "H", "H", "H", "H", "H", "H", "H", "H", "H", "H", "H", "H", "H", "H", "H", "H", "H", "H", "H", "H", "H", "N", "C", "C", "C", "N", "H", "H", "H", "H", "H", "H", "H", "H", "H", "H", "C", "S", "C", "C", "S", "S", "C", "S", "S", "H", "H", "H", "C", "C", "C", "C", "C", "O", "C", "C", "C", "C", "C", "C", "Cl", "C", "C", "C", "N", "C", "N", "C", "N", "H", "H", "H", "H", "H", "H", "H", "H", "H", "H", "H", "H", "H", "H", "H", "H", "H", "H", "H", "H", "H", "H"],
  "positions_angstrom": [[-2.03, -0.78, -0.59], [0.85, -2.20, 1.19], [-0.92, -1.46, 1.59], [-1.34, -2.75, 3.03], [-0.28, 0.05, 2.66], [-1.32, 1.05, 3.17], [-0.67, 1.84, 4.32], [-1.72, 2.07, 2.09], [-2.61, 1.44, 0.42], [-2.46, 3.12, -0.57], [-4.47, 1.72, 0.99], [-2.56, 0.30, 3.66], [-3.85, 1.42, 4.75], [-5.52, 0.45, 4.33], [-3.52, 0.44, 6.42], [1.30, -2.56, 2.11], [1.49, -1.43, 0.77], [0.80, -3.03, 0.48], [-0.66, -2.56, 3.87], [-1.18, -3.78, 2.69], [-2.37, -2.66, 3.38], [0.47, 0.57, 2.05], [0.25, -0.38, 3.52], [0.28, 2.26, 4.00], [-0.49, 1.19, 5.17], [-1.32, 2.65, 4.64], [-0.83, 2.64, 1.80], [-2.43, 2.78, 2.54], [-2.35, 3.95, 0.14], [-3.37, 3.28, -1.14], [-1.61, 3.13, -1.25], [-4.55, 2.71, 1.43], [-4.77, 0.99, 1.74], [-5.15, 1.67, 0.13], [-2.23, -0.50, 4.33], [-3.06, -0.15, 2.78], [-6.12, 0.97, 3.58], [-6.11, 0.43, 5.24], [-5.35, -0.58, 4.00], [-2.50, 0.58, 6.76], [-3.70, -0.62, 6.27], [-4.20, 0.79, 7.20], [-3.99, -1.50, -0.23], [-4.24, -2.81, 0.38], [-3.70, -3.96, -0.47], [-2.18, -3.98, -0.55], [-1.66, -2.81, -1.26], [-4.53, -0.80, 0.30], [-4.39, -1.50, -1.17], [-5.32, -2.96, 0.52], [-3.77, -2.83, 1.37], [-4.13, -3.91, -1.48], [-4.04, -4.90, -0.03], [-1.86, -4.91, -1.04], [-1.76, -3.99, 0.47], [-2.06, -2.80, -2.20], [-0.66, -2.92, -1.38], [-1.40, 4.07, -4.94], [-1.38, 2.43, -4.18], [-3.05, 2.22, -3.72], [-3.44, 1.11, -3.04], [-2.41, -0.21, -2.74], [-5.13, 1.05, -2.54], [-5.58, 2.63, -3.15], [-7.07, 3.26, -2.98], [-4.27, 3.45, -3.98], [-0.40, 4.23, -5.32], [-1.63, 4.82, -4.19], [-2.12, 4.10, -5.75], [3.14, -2.65, -2.91], [4.17, -1.64, -2.37], [5.56, -2.27, -2.56], [3.97, -1.44, -0.87], [4.08, -0.30, -3.19], [4.34, -0.63, -4.55], [5.09, 0.80, -2.79], [4.77, 1.80, -1.66], [5.37, 1.45, -0.33], [6.75, 1.36, -0.19], [7.33, 1.01, 1.01], [6.52, 0.75, 2.11], [7.22, 0.29, 3.62], [5.14, 0.87, 2.00], [4.57, 1.23, 0.79], [2.64, 0.29, -3.37], [1.70, 0.32, -2.29], [0.66, -0.49, -2.09], [-0.05, -0.05, -1.05], [0.61, 1.07, -0.67], [1.66, 1.30, -1.40], [3.49, -3.66, -2.71], [3.01, -2.55, -3.98], [2.18, -2.54, -2.41], [5.65, -3.15, -1.93], [6.36, -1.59, -2.27], [5.71, -2.59, -3.59], [3.82, -2.41, -0.39], [3.11, -0.80, -0.65], [4.84, -0.98, -0.42], [5.27, -0.87, -4.65], [5.23, 1.39, -3.71], [6.05, 0.33, -2.58], [3.70, 1.94, -1.56], [5.21, 2.76, -1.96], [7.38, 1.58, -1.04], [8.40, 0.95, 1.10], [4.52, 0.68, 2.86], [3.50, 1.34, 0.71], [2.19, -0.26, -4.19], [2.78, 1.33, -3.69], [0.40, -1.32, -2.72], [0.30, 1.73, 0.13]],
  "mulliken_charge": [0.0954, -0.9597, 1.0383, -1.5032, -1.2608, 1.6028, -2.1642, -2.5120, 1.8533, -1.1420, -1.2557, -0.9882, 0.3146, -1.2140, -1.1870, 0.6337, -0.1317, 0.4175, 0.5243, 0.4862, 0.3440, 0.1608, 0.7433, 0.4553, 0.4514, 0.5488, 0.9366, 0.8272, 0.6136, 0.3025, 0.2222, 0.5053, 0.1487, 0.3923, 1.0106, -0.5524, 0.3226, 0.4479, 0.3625, 0.3106, 0.3621, 0.4459, -0.2950, -0.4304, -1.0559, -0.2598, -0.2456, 0.1690, 0.2913, 0.5360, 0.1492, 0.3270, 0.4436, 0.4677, 0.1019, 0.3536, 0.0360, -1.1970, 0.3192, 0.3727, -0.3051, -0.6872, -0.0636, 0.0680, -0.0952, -0.0713, 0.4002, 0.3322, 0.4477, -1.8266, 2.4875, -1.8801, -1.5625, 1.6987, -0.6579, -1.5694, -0.6231, -0.1464, -0.2671, -0.8200, 0.3323, -0.2074, -0.9389, 0.3557, -2.8787, 1.2161, -1.1699, 1.4350, -2.2647, -0.6405, 0.5400, 0.3826, 0.0532, 0.5330, 0.3243, 0.5886, 0.6986, -0.1133, 0.2752, 0.5446, 0.2927, 0.4197, 0.2072, 0.4902, 0.5003, 0.4550, 0.4811, 0.4133, 0.4990, 0.4245, 0.9002, 0.8999]
}



Record 2
{
  "formula": "C34H62N12O2",
  "method": "ωB97M-V with the def2-TZVPD basis set",
  "total_energy_ha": -2140.331408,
  "fmax_ev_per_a": 1.51,
  "e_homo_ev": -8.21,
  "smiles": "c1cc[nH]c1.NC(N)=O.NC(N)=O.CCCC#N.CCCC#N.CCCC#N.CCCC#N.CCCC#N.CCCC#N.CCCC#N",
  "symbols": ["C", "O", "N", "N", "H", "H", "H", "H", "C", "O", "N", "N", "H", "H", "H", "H", "C", "C", "C", "C", "N", "H", "H", "H", "H", "H", "H", "H", "C", "C", "C", "C", "N", "H", "H", "H", "H", "H", "H", "H", "C", "C", "C", "C", "N", "H", "H", "H", "H", "H", "H", "H", "C", "C", "C", "C", "N", "H", "H", "H", "H", "H", "H", "H", "C", "C", "C", "C", "N", "H", "H", "H", "H", "H", "H", "H", "C", "C", "C", "C", "N", "H", "H", "H", "H", "H", "H", "H", "C", "C", "C", "C", "N", "H", "H", "H", "H", "H", "H", "H", "N", "C", "C", "C", "C", "H", "H", "H", "H", "H"],
  "positions_angstrom": [[-15.92, -16.52, -12.39], [-15.86, -15.66, -13.27], [-15.02, -17.55, -12.35], [-16.81, -16.49, -11.36], [-14.94, -18.21, -11.60], [-14.33, -17.57, -13.07], [-16.79, -17.27, -10.73], [-17.51, -15.77, -11.35], [-18.39, -22.41, -7.85], [-17.40, -23.15, -7.92], [-18.48, -21.37, -6.98], [-19.49, -22.57, -8.64], [-19.23, -20.71, -7.07], [-17.66, -21.15, -6.43], [-19.58, -23.37, -9.24], [-20.33, -22.02, -8.50], [-13.11, -21.03, -10.58], [-14.36, -21.88, -10.70], [-15.42, -21.59, -9.64], [-15.78, -20.17, -9.55], [-16.06, -19.06, -9.51], [-12.53, -21.03, -11.50], [-12.45, -21.41, -9.79], [-13.38, -19.98, -10.42], [-14.07, -22.93, -10.69], [-14.79, -21.70, -11.69], [-14.98, -21.80, -8.66], [-16.30, -22.21, -9.78], [-18.95, -19.49, -11.77], [-19.79, -19.15, -10.54], [-20.92, -18.15, -10.82], [-20.47, -16.77, -11.07], [-20.15, -15.70, -11.31], [-18.58, -18.56, -12.23], [-19.47, -20.00, -12.58], [-18.02, -20.00, -11.52], [-19.14, -18.77, -9.76], [-20.29, -20.05, -10.19], [-21.68, -18.16, -10.05], [-21.41, -18.32, -11.79], [-24.79, -19.29, -9.79], [-25.04, -19.40, -8.28], [-23.75, -19.47, -7.44], [-22.96, -20.65, -7.76], [-22.32, -21.57, -8.02], [-24.20, -20.11, -10.20], [-24.13, -18.43, -9.91], [-25.71, -19.17, -10.36], [-25.64, -20.29, -8.09], [-25.67, -18.56, -7.99], [-23.98, -19.55, -6.38], [-23.20, -18.54, -7.61], [-17.62, -15.67, -3.78], [-18.68, -15.10, -2.83], [-20.11, -15.45, -3.22], [-20.58, -14.68, -4.37], [-20.94, -14.07, -5.28], [-17.52, -16.75, -3.63], [-16.66, -15.22, -3.53], [-17.85, -15.48, -4.82], [-18.48, -14.04, -2.67], [-18.52, -15.53, -1.84], [-20.83, -15.26, -2.41], [-20.17, -16.52, -3.43], [-13.47, -14.83, -6.89], [-14.45, -15.78, -6.20], [-14.83, -17.03, -7.00], [-13.68, -17.80, -7.52], [-12.81, -18.41, -7.94], [-12.66, -15.36, -7.38], [-12.98, -14.22, -6.13], [-13.96, -14.19, -7.62], [-15.38, -15.32, -5.87], [-13.92, -16.14, -5.31], [-15.36, -16.72, -7.90], [-15.50, -17.66, -6.42], [-13.89, -22.99, -6.43], [-13.04, -21.72, -6.32], [-13.59, -20.76, -5.27], [-15.02, -20.45, -5.37], [-16.13, -20.18, -5.47], [-14.03, -23.40, -5.43], [-13.39, -23.75, -7.03], [-14.85, -22.88, -6.93], [-12.94, -21.26, -7.30], [-12.03, -21.95, -5.97], [-12.96, -19.88, -5.17], [-13.55, -21.21, -4.26], [-22.36, -25.36, -4.80], [-21.64, -24.15, -4.25], [-21.35, -23.13, -5.34], [-20.90, -21.84, -4.83], [-20.53, -20.84, -4.41], [-23.23, -25.14, -5.44], [-22.86, -25.99, -4.06], [-21.70, -25.94, -5.45], [-20.76, -24.54, -3.72], [-22.25, -23.73, -3.45], [-22.25, -22.92, -5.93], [-20.69, -23.53, -6.12], [-18.29, -18.16, -6.77], [-19.50, -18.13, -6.13], [-20.26, -17.13, -6.69], [-19.50, -16.57, -7.73], [-18.29, -17.21, -7.76], [-17.50, -18.77, -6.63], [-19.72, -18.84, -5.34], [-21.24, -16.82, -6.37], [-19.80, -15.78, -8.40], [-17.39, -17.06, -8.32]],
  "mulliken_charge": [0.4008, -0.7056, -0.2356, -0.0602, 0.1561, 0.1911, -0.0304, 0.1946, 0.3975, -0.7538, 0.4092, -0.0633, -0.1178, 0.0696, 0.2266, -0.0332, -1.0399, -0.7587, 0.8168, -0.6774, 0.5117, 0.3789, 0.2434, 0.2158, 0.4269, 0.3183, -0.8696, 0.4590, -1.3820, 1.3989, 0.1435, 0.0780, -0.6067, 0.3160, 0.4437, 0.1695, -0.7708, 0.0258, -0.2734, 0.4869, -1.0257, -0.6624, -0.1472, 0.4414, -0.6952, 0.3241, 0.2066, 0.3816, 0.3358, 0.3824, 0.3984, 0.0073, -0.7730, -0.7538, -0.2133, 0.2664, -0.4965, 0.2533, 0.4082, 0.1496, 0.3755, 0.3367, 0.3801, 0.1014, -1.3138, -0.5911, 1.4552, 0.0168, -0.5797, 0.3230, 0.3957, 0.3187, 0.2460, 0.3689, -0.2946, -0.3987, -1.1000, 0.1106, -0.6031, 0.1781, -0.6823, 0.3601, 0.3692, 0.1951, -0.0557, 0.3422, 0.3564, 0.3846, -1.3436, -0.4273, 0.0709, 0.0988, -0.4714, 0.3329, 0.3742, 0.3308, 0.3556, 0.3623, 0.0856, 0.2007, 1.8026, -0.9756, -1.3322, -0.8951, -0.6811, -0.2781, 0.7570, 1.1181, 0.5993, 0.0325]
}